Below is a structure of composition C64H180BCdN30O18P10, with properties calculated with wB97M-V/def2-TZVPD.

The geometry in XYZ format:
```
304
Properties=species:S:1:pos:R:3:forces:R:3:mulliken_charge:R:1
Cd -3.757062 2.060772 1.754108 -0.405 0.246 -0.101 4.167
O 0.853158 2.596333 -1.921622 0.079 0.723 -0.459 -0.289
C 0.281368 1.551139 -1.979943 1.457 -0.072 0.214 0.134
O -0.922658 1.291421 -2.424500 -0.934 0.501 0.363 -0.198
B -1.439273 0.211819 -1.554331 2.096 -0.170 -1.124 0.321
O -0.188081 -0.482470 -1.131174 -1.087 -0.731 0.726 -0.740
C 0.868018 0.232653 -1.443264 -0.659 0.092 -0.640 0.543
O 1.998235 -0.135055 -1.408937 0.746 0.190 0.309 0.200
O -2.291079 -0.670830 -2.309295 -1.100 -0.448 0.204 -1.045
C -3.540663 -0.663439 -1.802821 2.044 1.601 -0.260 -0.452
O -4.530269 -1.093515 -2.282808 -0.339 -0.414 0.291 -0.598
C -3.363288 0.244304 -0.543513 -1.945 -0.624 1.460 0.430
O -2.195591 0.783404 -0.402686 0.125 -0.754 -1.287 0.774
O -4.236920 0.359825 0.297423 -0.243 0.008 -0.111 -0.799
O -0.063782 -6.103825 -4.779818 -1.098 -1.223 -1.694 -0.930
P 0.528798 -5.148190 -3.879989 -0.394 1.506 1.641 0.286
N 1.946651 -5.681613 -3.286691 1.060 -1.312 -0.934 0.563
C 2.834366 -6.462736 -4.202983 -0.140 0.160 0.181 -1.159
C 2.445997 -5.486179 -1.985516 -0.048 0.673 2.382 -0.986
N -0.365827 -4.835476 -2.486049 0.235 -0.335 -0.200 0.771
C -0.792297 -6.013504 -1.764735 1.156 -0.859 -0.044 -0.762
C -1.168972 -3.684897 -2.164952 0.390 0.357 -0.868 0.883
N 0.844439 -3.682948 -4.556642 -0.499 -0.128 0.256 0.491
C 0.032183 -3.157998 -5.611749 -0.957 -1.176 -0.800 -0.733
C 1.756918 -2.788381 -3.938877 0.225 1.827 -1.660 0.186
H 2.258995 -6.877155 -5.019152 -0.392 0.216 -0.194 0.395
H 3.147516 -7.350751 -3.648810 0.506 0.221 0.019 0.408
H 3.700718 -5.912530 -4.680030 -0.814 -0.285 0.985 0.198
H 3.362058 -4.911772 -2.043118 0.599 0.072 0.281 0.278
H 2.609922 -6.374865 -1.326173 0.151 -0.020 -1.019 0.297
H 1.761252 -4.903460 -1.323608 0.245 -0.080 -0.908 0.084
H -0.997140 -5.718137 -0.713369 -0.012 -0.408 -0.579 -0.034
H -1.675922 -6.450965 -2.269477 0.297 -0.142 0.579 0.266
H 0.091404 -6.742305 -1.778575 -1.508 0.606 0.147 0.352
H -0.769320 -2.829771 -2.694085 0.312 0.398 0.260 -0.405
H -2.205803 -3.713025 -2.544600 -0.008 -0.443 0.533 0.307
H -1.085982 -3.556312 -1.076341 -0.435 0.369 -0.294 -0.874
H -0.791250 -2.492335 -5.287825 0.224 -0.297 -0.028 0.227
H 0.647287 -2.624455 -6.305490 0.542 0.568 -0.322 0.034
H -0.345644 -4.035790 -6.200407 -0.112 0.877 0.626 0.398
H 1.359306 -1.903755 -3.459392 -0.920 0.300 0.242 0.304
H 2.401190 -2.340764 -4.726415 0.141 -0.461 0.396 -0.108
H 2.307499 -3.248648 -3.189360 1.298 -0.990 1.084 -0.754
O -4.030761 3.205535 -0.230809 0.585 -0.213 1.102 0.403
P -4.823491 3.733643 -1.360143 -0.761 1.308 0.224 -1.471
N -5.511803 2.538435 -2.182166 -0.803 -1.039 -1.321 0.767
C -5.818488 2.637718 -3.598783 -1.278 -0.052 -0.032 -1.084
C -6.495393 1.662708 -1.548661 1.249 -0.535 1.853 -1.356
N -3.914811 4.634564 -2.375348 0.158 0.559 -0.593 0.878
C -4.398083 5.698974 -3.274282 2.487 0.427 0.113 -1.222
C -2.563407 4.146740 -2.730309 -1.352 0.524 -2.050 -0.489
N -6.081084 4.694063 -0.831425 0.692 0.411 0.770 1.051
C -7.073786 5.123253 -1.785055 -1.562 -0.133 0.434 -1.568
C -5.802742 5.570486 0.306578 0.861 1.059 0.098 -1.283
H -5.144737 3.222414 -4.211127 0.225 0.014 0.181 0.264
H -6.855758 3.005066 -3.690445 0.308 0.350 -0.282 0.372
H -5.916164 1.631446 -3.969798 0.488 -0.465 -0.417 0.350
H -6.522639 0.711995 -2.071352 0.168 -0.168 -0.026 0.364
H -7.504094 2.035099 -1.507458 -0.491 0.658 -0.207 0.403
H -6.154565 1.478688 -0.494502 -0.487 0.018 -0.938 0.064
H -3.462602 6.286840 -3.453905 -0.842 -0.233 -0.220 0.359
H -4.797381 5.426436 -4.236381 -0.001 -0.767 -0.469 0.359
H -5.082716 6.405379 -2.890855 -0.765 0.439 1.115 0.411
H -1.858585 4.979721 -2.856509 -0.099 -0.206 0.619 0.459
H -2.320944 3.416499 -2.014435 0.936 -0.754 0.729 -0.641
H -2.613710 3.680402 -3.746034 0.165 0.019 0.707 0.331
H -7.990675 4.550335 -1.678939 -0.123 -0.660 -0.151 0.257
H -7.473448 6.099173 -1.566859 0.488 0.803 0.182 0.507
H -6.802882 5.115871 -2.822941 0.371 -0.136 -0.376 0.422
H -6.638622 5.982609 0.876883 -0.606 -0.820 -0.272 0.435
H -5.281388 6.516255 0.049233 0.077 -0.388 -0.470 0.318
H -5.129528 5.068735 0.997111 -0.106 -0.192 0.093 0.093
O 6.795449 3.300175 0.659436 -0.641 0.394 -0.064 -0.865
P 5.428007 3.834414 0.872719 -0.718 0.266 0.866 0.061
N 4.611924 4.213861 -0.540257 0.847 -1.243 0.324 0.417
C 3.341752 4.850371 -0.475257 -1.174 0.592 -0.692 -0.938
C 4.801135 3.262028 -1.633382 0.237 0.190 -0.466 -0.899
N 5.392827 5.220859 1.863765 0.176 -1.180 -0.544 0.465
C 6.536972 6.150233 1.805522 0.282 0.354 0.533 -0.999
C 4.289866 5.528801 2.790106 0.194 -1.300 -1.270 -0.950
N 4.378081 2.755403 1.703998 1.436 1.998 0.288 1.109
C 3.475119 1.867388 1.065474 -0.151 -1.497 -0.987 1.095
C 5.041459 2.129175 2.844394 0.133 0.365 0.009 -1.299
H 3.317107 5.457626 0.431721 -0.246 0.040 -0.186 0.134
H 2.471620 4.135353 -0.492882 0.683 0.577 0.064 0.378
H 3.225216 5.526056 -1.364371 -0.015 -0.450 0.695 0.346
H 5.804179 2.872447 -1.539953 0.595 0.272 -0.431 0.489
H 4.635251 3.797585 -2.596507 0.212 -0.570 0.534 0.413
H 4.221940 2.329724 -1.596384 -0.733 0.449 0.102 -0.037
H 6.209826 7.096024 1.345141 0.269 -0.255 -0.252 0.301
H 6.795259 6.451352 2.851712 0.091 -0.466 -0.660 0.300
H 7.468611 5.742110 1.283679 -1.617 0.332 0.713 0.245
H 3.754956 6.433893 2.539769 -0.072 0.461 -0.097 0.396
H 3.598738 4.675212 2.772281 0.036 0.351 -0.265 -0.051
H 4.620962 5.540828 3.795329 0.658 0.480 1.167 0.474
H 4.103402 1.080952 0.567864 -1.067 0.061 0.255 -0.383
H 2.826822 1.416072 1.846642 0.656 0.020 -0.475 -0.745
H 2.787673 2.282404 0.299822 0.635 0.130 0.424 -0.228
H 4.272346 1.921768 3.555093 -0.667 -0.526 0.739 0.402
H 5.689121 2.859172 3.361962 0.131 -0.508 -0.528 0.426
H 5.545489 1.174921 2.584173 0.022 0.738 0.128 -0.033
O -5.990258 1.752143 2.284283 3.319 0.595 -2.422 1.433
P -7.048525 1.398024 3.195274 -3.112 -0.827 2.989 -1.784
N -6.885618 2.208210 4.623237 -1.916 0.464 0.980 0.712
C -5.691139 2.737579 5.205396 -0.035 1.928 -2.220 -0.509
C -8.034105 2.815239 5.349990 1.241 -0.315 0.484 -1.343
N -7.163109 -0.195847 3.611780 0.328 0.713 -0.616 0.513
C -6.719073 -1.302076 2.781024 0.736 0.946 -0.554 -1.090
C -7.396951 -0.577267 4.956080 -1.688 -1.252 1.563 -1.036
N -8.558880 1.837582 2.681398 2.752 2.749 0.823 0.350
C -8.564465 3.274051 2.219319 0.538 -0.174 -0.783 -0.969
C -9.603336 0.998926 2.264936 -0.300 0.853 -0.924 -1.099
H -4.828716 2.277759 4.803895 1.093 -0.798 -0.143 -0.378
H -5.702464 2.752557 6.266994 -0.019 -0.261 0.946 0.432
H -5.640586 3.794658 4.820263 0.354 -0.434 0.764 0.264
H -8.071567 2.362055 6.365984 0.300 0.799 -0.255 0.365
H -8.960537 2.520531 4.938252 -0.917 -0.026 -0.825 0.405
H -7.912788 3.933304 5.352415 -0.260 -0.999 0.272 0.340
H -6.033996 -1.908298 3.357647 0.288 -0.373 -0.072 0.549
H -7.535800 -1.877055 2.435441 -1.075 -0.925 -0.080 0.367
H -6.239166 -0.950951 1.859676 0.220 0.146 0.330 -0.107
H -7.754173 0.142558 5.669738 0.088 1.065 -0.304 0.285
H -8.190534 -1.338230 5.101502 0.192 -0.028 -0.796 0.386
H -6.555045 -1.020927 5.428404 1.246 -0.428 0.236 0.250
H -8.283210 3.347101 1.106030 -0.743 -0.002 1.498 0.163
H -9.485119 3.796157 2.494576 -0.424 -0.542 -0.565 0.482
H -7.847553 3.932876 2.754966 0.174 -0.995 -0.179 0.197
H -9.482384 0.799814 1.229080 -0.172 -0.719 -1.209 0.268
H -10.478142 1.595224 2.355141 -1.260 0.103 0.194 0.396
H -9.671728 0.113997 2.826500 -0.060 -1.123 0.754 0.325
O -2.372379 0.662905 2.761643 -0.329 0.535 -0.697 1.748
P -1.490632 -0.230962 3.573752 1.263 -0.555 -0.174 -2.434
N -1.366317 -1.762386 2.896195 -1.427 1.583 -0.042 1.528
C -1.508255 -2.969695 3.660542 1.022 -0.840 1.103 0.016
C -1.647740 -1.871138 1.436103 0.996 -0.728 1.205 -0.218
N -2.058571 -0.339102 5.104719 -0.961 -1.105 -0.017 0.500
C -1.485551 0.175445 6.317022 -0.043 1.915 -0.426 -0.803
C -3.536272 -0.714429 5.144868 1.515 1.458 -0.515 -1.164
N 0.058294 0.391072 3.639523 -2.114 0.598 -1.017 0.397
C 1.111416 -0.442550 4.114637 -0.037 -0.836 0.162 -0.941
C 0.396363 1.510036 2.724836 1.552 -0.703 2.245 0.582
H -0.648427 -3.528988 3.245460 -0.650 -0.842 0.630 -0.063
H -2.484982 -3.494826 3.622374 0.588 0.333 -0.444 -0.445
H -1.295059 -2.797140 4.752439 -0.060 0.009 -1.052 0.467
H -2.684678 -1.659104 1.247080 -0.641 -0.531 -0.278 -0.259
H -1.242783 -2.838559 1.011594 -0.758 0.942 0.673 -0.135
H -1.089050 -1.091290 0.994238 0.633 0.737 -0.822 0.252
H -2.108194 -0.131044 7.138342 -0.173 0.125 0.398 0.421
H -0.513321 -0.170334 6.504028 1.407 -0.921 0.189 0.351
H -1.338792 1.293365 6.287557 -0.605 -0.863 0.227 0.085
H -3.899069 -0.034625 4.326072 -0.851 -1.023 0.936 0.310
H -3.608227 -1.780073 4.882206 -0.562 0.360 0.312 -0.016
H -3.921217 -0.412926 6.159007 0.159 -0.589 -1.226 0.449
H 1.826065 -0.438729 3.303500 1.036 -0.207 0.379 0.144
H 1.438253 -0.101176 5.099555 0.686 0.046 -0.270 0.225
H 0.793723 -1.494169 4.239802 0.003 0.428 -0.120 0.236
H -0.520587 2.008780 2.585790 -0.691 0.822 -0.731 0.165
H 1.005602 1.279274 1.834463 -0.936 -0.529 0.046 -1.168
H 1.081663 2.146247 3.316239 -0.338 0.174 -0.217 0.278
O -2.947989 3.959995 2.582930 -1.594 -1.078 -0.532 -1.013
P -1.810339 4.902290 2.663492 0.644 0.612 1.371 -1.719
N -0.585844 4.419594 1.713014 0.603 0.222 0.759 0.816
C 0.821263 4.736912 2.007596 -1.031 -0.396 -0.376 -1.146
C -0.802209 3.669857 0.500891 0.589 0.342 -0.417 -0.294
N -1.356952 4.878870 4.253080 0.535 0.100 0.606 0.892
C -0.542324 5.933494 4.938627 -0.083 -1.477 -0.211 -1.165
C -1.647367 3.668825 5.093366 -1.467 1.739 -0.287 -0.734
N -2.162457 6.468403 2.293170 -0.151 -0.283 -0.608 0.855
C -1.309834 7.150735 1.316237 -0.550 1.272 0.305 -0.879
C -3.396293 7.119374 2.787979 -0.832 -1.132 -1.264 -0.707
H 1.403308 3.824387 1.886356 0.274 0.169 -0.240 -0.130
H 0.927453 5.062224 3.016963 0.012 0.139 0.836 0.610
H 1.169038 5.548007 1.383019 0.321 0.029 -0.452 0.245
H -0.360637 4.255405 -0.333655 -0.313 -0.654 0.091 0.781
H -1.869684 3.506768 0.331946 0.289 0.020 -0.133 -0.444
H -0.259706 2.718735 0.628157 -0.311 0.236 -0.581 -0.675
H 0.364890 5.468489 5.376110 -0.066 0.263 -0.671 0.358
H -0.309686 6.750057 4.256581 0.075 -0.138 0.052 0.291
H -1.028675 6.322494 5.817302 -0.725 0.305 0.185 0.347
H -2.570600 3.929080 5.673968 1.034 -0.182 0.321 0.360
H -2.014710 2.806458 4.545058 0.679 -0.053 -0.530 -0.423
H -0.775099 3.463725 5.696582 0.010 -0.263 0.304 0.501
H -0.471117 7.688920 1.805580 -0.286 -0.296 -0.259 0.200
H -0.928269 6.429901 0.604213 0.085 0.190 -0.225 0.203
H -1.916958 7.931522 0.801439 0.406 -0.643 0.174 0.331
H -3.096073 7.931450 3.436149 -0.405 0.238 0.327 0.378
H -3.968517 6.286369 3.331467 0.572 1.571 -0.596 0.078
H -4.067170 7.540953 1.899589 1.468 -0.951 1.788 0.208
O 1.691777 2.733351 -8.744295 -0.275 -0.038 0.036 -0.869
P 2.416358 1.723574 -7.956554 -1.507 -1.933 1.278 0.280
N 3.981475 1.675055 -8.360913 0.665 0.506 0.620 0.260
C 4.466891 2.417089 -9.494509 0.293 -0.185 0.388 -1.117
C 4.965570 1.196657 -7.444408 0.443 -0.158 1.226 -0.621
N 2.013885 0.056423 -8.162572 -0.863 1.106 0.654 0.400
C 2.848656 -0.960989 -8.785895 -0.084 0.082 -0.084 -1.070
C 0.573997 -0.278752 -8.126817 0.390 -0.298 -1.302 -1.214
N 2.133935 1.958907 -6.258366 1.217 0.406 -1.650 0.598
C 2.053118 0.936608 -5.237210 -1.694 -0.779 0.020 -0.376
C 1.841551 3.349302 -5.848262 -0.337 0.452 -1.806 -0.967
H 4.896993 3.383980 -9.263871 -0.236 0.530 0.388 0.305
H 3.634516 2.502881 -10.147128 -0.309 0.376 -1.011 0.342
H 5.293735 1.876306 -9.910922 0.279 -0.592 -0.695 0.421
H 4.500355 1.038756 -6.418295 0.859 0.498 -1.289 -0.102
H 5.801530 1.924540 -7.449984 -0.357 -0.292 0.640 0.432
H 5.409319 0.242422 -7.743476 -0.092 -0.159 -0.123 0.278
H 3.670180 -0.480564 -9.322185 0.399 -0.257 0.693 0.378
H 3.123055 -1.781959 -8.069858 0.174 0.828 -0.564 0.146
H 2.329655 -1.436490 -9.610972 -0.570 -0.218 -0.085 0.444
H 0.052631 0.290669 -7.374033 -0.193 0.670 -0.026 0.307
H 0.124091 -0.133743 -9.179338 0.359 -0.252 1.683 0.275
H 0.434039 -1.314124 -7.784983 0.148 0.137 -0.492 0.460
H 2.292278 1.372933 -4.275454 0.336 0.106 0.267 0.172
H 0.956492 0.619036 -5.139614 1.218 -0.080 0.017 0.145
H 2.675593 0.013923 -5.365773 -0.477 0.962 -0.299 0.004
H 1.977343 3.526717 -4.801540 0.014 -0.308 0.734 0.278
H 0.814284 3.618642 -6.165729 0.287 -0.113 0.469 0.261
H 2.467910 4.116165 -6.371487 -0.174 -0.898 0.246 0.305
O 8.638364 0.014132 -3.441434 -1.182 -0.522 0.402 -0.935
P 7.623360 -0.687873 -2.592830 1.983 -0.042 1.130 -0.064
N 8.051285 -2.314469 -2.226311 -1.009 2.003 -0.754 0.857
C 8.771848 -2.495101 -1.005815 0.320 -0.974 0.358 -1.261
C 8.517377 -3.097997 -3.348003 1.062 0.180 -1.342 -1.253
N 6.114775 -0.863628 -3.251175 -0.116 -0.202 0.498 0.208
C 5.203665 -2.015034 -3.084046 1.299 0.371 -0.019 -0.469
C 5.594835 0.377178 -3.770733 -1.146 -0.261 -1.466 -0.115
N 7.555162 0.106734 -1.078278 -0.174 0.075 -1.079 0.877
C 6.472205 -0.169950 -0.132177 1.400 0.292 1.100 1.118
C 8.743622 0.876989 -0.546458 0.626 -3.008 -1.837 -0.985
H 8.924853 -3.551201 -0.893087 -0.112 -0.928 0.198 0.445
H 8.194331 -2.193238 -0.133582 0.270 0.316 -0.061 0.172
H 9.799299 -2.142655 -1.007217 0.167 0.804 0.049 0.311
H 9.615380 -3.181327 -3.397524 -0.021 0.160 0.443 0.403
H 8.330520 -2.662339 -4.378124 -0.539 -0.373 1.392 0.260
H 8.165383 -4.115204 -3.252851 -0.388 -0.383 -0.272 0.380
H 4.706372 -2.186028 -4.049589 -0.450 0.331 0.497 0.358
H 5.862043 -2.887171 -2.978534 -0.437 0.117 0.440 0.224
H 4.556885 -1.871277 -2.188903 -0.011 -0.317 -0.829 -0.087
H 4.872649 0.895891 -3.146364 0.028 0.009 0.712 -0.351
H 6.468523 1.008076 -3.942050 -0.396 0.278 -0.464 0.636
H 4.961468 0.181679 -4.703315 1.313 0.188 0.842 -0.192
H 6.614423 0.601870 0.701166 -0.411 -1.213 -0.895 -0.109
H 5.494792 -0.006587 -0.567202 -0.259 0.000 -0.306 -0.655
H 6.516988 -1.233157 0.279900 -0.051 1.288 -0.214 -1.061
H 8.475667 1.833524 -0.205986 -0.520 1.136 0.571 0.185
H 9.501976 0.945571 -1.382954 -0.965 0.036 0.906 0.286
H 9.188814 0.220940 0.228413 -0.029 0.700 0.000 0.346
O 4.608735 -4.388868 3.792289 -0.015 0.092 -0.791 -0.895
P 4.955581 -3.751538 2.491485 0.572 -0.630 0.833 0.247
N 5.545351 -4.938473 1.416156 -0.915 0.927 -0.008 0.584
C 5.973151 -4.607185 0.062511 0.145 0.334 0.352 0.224
C 5.480202 -6.384567 1.609325 1.079 0.116 1.035 -1.075
N 6.214113 -2.631329 2.548488 -1.134 -0.334 -1.087 0.836
C 6.019560 -1.370158 3.255596 2.220 -0.812 0.397 -1.111
C 7.445664 -3.289218 2.902552 0.189 -0.132 -1.760 -1.401
N 3.663917 -2.785185 1.994354 -1.041 -0.986 -0.451 0.661
C 2.381413 -3.505805 2.112551 -0.585 -0.719 -1.591 -1.258
C 3.638414 -2.039066 0.729406 -0.148 -0.192 0.328 0.771
H 6.143665 -3.540470 -0.030713 -0.083 0.306 -0.008 -0.547
H 5.194591 -4.885081 -0.659460 0.406 -0.198 -0.140 -0.178
H 6.957542 -5.067207 -0.144742 -0.534 -0.145 -0.147 0.541
H 4.945182 -6.871950 0.802334 -0.183 -0.058 -0.237 0.255
H 5.022672 -6.648504 2.569802 0.051 0.250 -0.247 0.329
H 6.538564 -6.775746 1.627829 -0.942 0.173 -0.100 0.286
H 5.111006 -0.932114 2.956268 -1.206 0.515 0.014 0.001
H 6.106925 -1.568898 4.360889 -0.295 0.607 -0.818 0.376
H 6.862093 -0.719290 2.904580 -0.671 -0.266 0.610 0.422
H 7.355990 -3.590926 3.920766 0.721 -0.734 0.788 0.388
H 7.641296 -4.052931 2.135559 -0.327 -0.544 0.925 0.300
H 8.283782 -2.667710 2.674697 0.594 1.071 0.591 0.364
H 2.122545 -3.896270 3.062954 0.334 0.003 1.277 0.512
H 1.518738 -2.898104 1.772454 0.652 0.126 0.117 0.032
H 2.354572 -4.420552 1.453310 0.135 0.692 0.200 0.468
H 3.359859 -2.670839 -0.167856 0.263 0.711 0.859 -0.592
H 4.598566 -1.573591 0.628275 0.469 0.030 -0.493 -0.174
H 2.932762 -1.208381 0.879264 -0.099 -0.375 -0.451 0.055
O -4.355098 -4.262809 3.406274 -0.037 1.085 0.207 -1.171
P -4.459136 -5.554303 2.714685 1.122 -0.396 -0.592 0.324
N -3.145358 -6.585149 2.729692 -1.607 0.550 0.729 0.585
C -2.902384 -7.347995 3.962638 1.354 1.920 -0.359 -1.252
C -1.990642 -6.310751 1.905660 -0.707 -0.761 -1.068 -0.773
N -4.668197 -5.327560 1.075906 0.220 -0.713 -0.155 0.944
C -4.917988 -6.421494 0.091813 -0.578 0.526 1.629 -1.008
C -5.080844 -4.035484 0.609146 -2.092 0.260 0.312 -0.581
N -5.620845 -6.441034 3.469847 0.386 -1.302 -0.659 0.233
C -5.993436 -7.674533 2.836833 0.888 -2.138 1.242 -1.213
C -6.724038 -5.815274 4.062822 -1.868 1.895 -0.498 -1.067
H -1.907489 -7.076195 4.355531 -0.395 0.165 0.157 0.359
H -2.849486 -8.378161 3.817629 -0.159 -1.940 -0.622 0.352
H -3.668164 -7.127667 4.668210 -0.378 0.116 0.651 0.455
H -2.298089 -5.676789 1.001754 0.419 -1.493 1.025 -0.071
H -1.644584 -7.367501 1.729758 0.545 1.383 -0.773 0.436
H -1.255024 -5.714013 2.416044 0.600 0.050 0.483 0.201
H -4.767038 -5.994360 -0.886402 0.530 -0.254 -0.394 0.353
H -4.282608 -7.283676 0.351841 -0.281 0.343 -0.500 0.302
H -5.989586 -6.684629 0.140196 0.392 -0.294 -0.120 0.243
H -6.188114 -3.857905 0.774738 0.903 0.031 0.132 0.114
H -4.522943 -3.232330 1.057462 0.192 0.255 0.194 -0.257
H -5.011979 -4.012114 -0.456165 0.500 0.180 -0.815 0.425
H -6.341394 -8.417860 3.608340 0.363 0.631 -0.627 0.319
H -6.764036 -7.605147 2.118621 -1.168 0.482 -0.830 0.363
H -5.137574 -8.110212 2.315108 -0.048 -0.065 0.244 0.367
H -6.463722 -4.830741 4.376093 0.401 0.725 0.469 0.251
H -7.209054 -6.292039 4.891929 0.233 -0.876 0.527 0.347
H -7.532589 -5.634048 3.327227 0.044 -0.234 0.026 0.308
```
Positions in Å, forces in eV/Å.

Its net charge is +1. For the energy, the calculation gives -248988.209 eV. The highest occupied orbital energy comes out at -9.59 eV. As for the frontier orbital gap: 7.69 eV. The multiplicity is 1.